1.
This record from OMol25 describes a molecular structure, H14NaO15S2. The level of theory is ωB97M-V with the def2-TZVPD basis set.

frontier orbital gap (spin up / spin down) = 2.58 / 2.46 eV
total charge = -2
E_HOMO (spin up / spin down) = 0.297 / 0.413 eV
total energy = -2095.63699 Eh
2S+1 = 2

Cartesian coordinates (Å):
Na 0.4708 -0.3283 0.5526
S -1.7260 0.6386 -2.5532
O -2.9216 -0.1180 -2.6952
O -2.0578 2.0162 -2.2176
O -1.0320 -0.0433 -1.4769
O -0.8356 0.6015 -3.7104
S 1.2749 3.0483 -1.1664
O 0.4900 3.9881 -0.3421
O 2.6440 3.5714 -1.3470
O 1.4146 1.7027 -0.5845
O 0.7943 2.9088 -2.5103
O 1.9617 -2.1534 1.8776
H 2.4833 -2.4117 2.6376
H 2.6000 -2.0531 1.1714
O -1.2747 -0.7591 2.4950
H -0.9626 0.0790 2.8362
H -2.1754 -0.8268 2.8120
O 2.3665 0.7269 2.3685
H 2.9034 1.0987 3.0684
H 2.9613 0.1484 1.8913
O -0.6586 -2.8957 -0.3144
H -1.0560 -3.4721 -0.9671
H 0.1304 -3.3593 -0.0335
O 1.9778 -1.4144 -1.3700
H 2.1802 -2.1978 -1.8815
H 2.7933 -1.2089 -0.9130
O -1.7400 1.7317 0.6984
H -1.4484 1.4625 -0.1726
H -2.6956 1.7048 0.6505
O -3.1430 -0.9587 0.1459
H -3.4305 -0.6853 1.0170
H -2.2887 -0.5419 0.0333

---

2.
This record from OMol25 describes a molecular structure, C7H28AlN14O7. The level of theory is ωB97M-V with the def2-TZVPD basis set.

frontier orbital gap = 3.72 eV
total charge = +3
E_HOMO = -17.515 eV
total energy = -1818.27719 Eh
2S+1 = 1

Cartesian coordinates (Å):
Al -13.5393 -12.5696 16.0056
C -14.3992 -11.2545 12.1919
O -14.2044 -11.5361 13.3406
N -13.4052 -11.0611 11.3069
N -15.5393 -11.0418 11.6142
H -12.4952 -11.0360 11.7443
H -13.6225 -10.9479 10.3271
H -16.4040 -11.1954 12.1129
H -15.4789 -10.8095 10.6331
C -9.8283 -11.9488 17.3669
O -10.6648 -12.2036 16.5076
N -8.6482 -11.5869 17.1754
N -9.9983 -12.3336 18.5771
H -7.9406 -11.6352 17.8945
H -8.4250 -11.1964 16.2711
H -10.7512 -12.9671 18.8049
H -9.3676 -12.0885 19.3269
C -11.6086 -9.4994 14.4406
O -12.4126 -9.9201 15.2376
N -10.4132 -9.2020 14.7084
N -12.0025 -9.1602 13.2089
H -9.9755 -9.5523 15.5484
H -9.8177 -8.7814 14.0095
H -11.2574 -8.9606 12.5570
H -12.9857 -9.2678 13.0044
C -13.7293 -15.3437 13.1393
O -14.0262 -14.6602 14.0925
N -13.5005 -16.6104 13.2070
N -13.6864 -14.8775 11.9598
H -13.6837 -17.0494 14.0980
H -13.0276 -17.1005 12.4612
H -13.7332 -13.8689 11.9327
H -13.1309 -15.4138 11.3088
C -12.3628 -15.0708 19.1514
O -12.7363 -14.3437 18.2271
N -11.4712 -15.9378 19.1205
N -12.5154 -14.7144 20.3679
H -11.2222 -16.3498 20.0083
H -11.1437 -16.1189 18.1823
H -11.8154 -15.1762 20.9308
H -13.0990 -13.9188 20.5839
C -12.6587 -9.5650 18.6076
O -12.7374 -10.6514 18.0097
N -12.4901 -9.3150 19.8659
N -12.7235 -8.4309 17.9309
H -12.3975 -10.0536 20.5486
H -12.2403 -8.3587 20.0735
H -12.8377 -8.4843 16.9288
H -12.9671 -7.5917 18.4373
C -15.6693 -15.9339 16.9777
O -15.3054 -14.8691 16.5361
N -16.8084 -16.1309 17.5867
N -14.9692 -16.9845 16.8952
H -17.1664 -17.0415 17.8371
H -17.4828 -15.4261 17.8484
H -14.0998 -16.8639 16.3956
H -15.3529 -17.8398 17.2713

---

3.
This record from OMol25 describes 2 unconnected molecules or ions with the total composition C10H14N3O. The level of theory is ωB97M-V with the def2-TZVPD basis set.

frontier orbital gap (spin up / spin down) = 7.95 / 7.99 eV
total charge = +1
E_HOMO (spin up / spin down) = -12.694 / -12.564 eV
total energy = -628.50392 Eh
2S+1 = 1

Cartesian coordinates (Å):
C -2.7208 0.3680 0.3481
C -2.5511 -0.8485 -0.3082
C -1.4465 0.8339 0.7049
C 3.1697 -0.0879 -0.2567
C 1.8327 -2.0786 0.3486
C 1.8770 -0.6571 0.0351
C 0.7730 0.1006 0.0799
C -3.6215 -1.8588 -0.7025
C -1.1595 2.0472 1.4828
C 4.1798 -0.7511 -0.8772
N 1.0125 2.3503 -0.4856
N -1.2081 -1.1323 -0.3727
N -0.5383 -0.1130 0.2661
O 0.8721 -2.8189 0.2925
H -3.6955 0.7610 0.5118
H 3.4567 0.9539 0.0517
H 2.8656 -2.5383 0.3626
H -4.0629 -2.2229 0.1658
H -4.3939 -1.3813 -1.2901
H -3.0893 -2.5799 -1.2299
H -0.6653 2.6901 0.8033
H -2.1368 2.4473 1.6491
H -0.6795 1.7455 2.4009
H 5.1533 -0.2199 -0.9423
H 3.9751 -1.7532 -1.1379
H 0.7836 2.1064 -1.4014
H 1.9517 2.6583 -0.2693
H -0.6862 -1.9401 -0.7046

---

4.
This record from OMol25 describes 2 unconnected molecules or ions with the total composition C4H12N4. The level of theory is ωB97M-V with the def2-TZVPD basis set.

frontier orbital gap = 9.15 eV
E_HOMO = -8.161 eV
total energy = -378.50851 Eh
2S+1 = 1
SMILES string = C=NN(N)CC.C=N

Cartesian coordinates (Å):
C -1.8318 1.2117 -1.4405
C 0.8731 -0.4682 -0.4836
C 1.9566 -1.5055 -0.1986
N -1.4696 2.1071 -0.6403
H -1.8711 2.0388 0.2951
H 0.3892 2.1620 0.3414
H -1.4211 1.2399 -2.4362
H -2.5480 0.4144 -1.2339
H 0.0167 -0.9454 -0.9686
H 1.2541 0.3189 -1.1471
H 1.5593 -2.3135 0.4168
H 2.7808 -1.0522 0.3458
H 2.3339 -1.9247 -1.1313
C -1.3021 -1.1821 1.3156
N 0.4520 0.2101 0.8109
N -0.6026 -0.1469 1.5223
N 0.8328 1.5222 1.0466
H 1.8449 1.5937 1.0523
H -2.1117 -1.3593 2.0028
H -1.1353 -1.9209 0.5304